# C39H36AsCl2N4O11S2SiW

A structure of composition C39H36AsCl2N4O11S2SiW (ωB97M-V with the def2-TZVPD basis set, the OMol25 dataset).

```
97
Properties=species:S:1:pos:R:3
W 0.6619 -0.3211 1.3179
Cl -3.1897 -2.3889 1.4689
C -3.2137 -0.7852 0.8575
C -4.4568 -0.1188 0.8263
C -4.5446 1.1422 0.3238
Cl -6.0830 1.9280 0.3027
C -3.4029 1.8114 -0.1893
C -3.4286 3.1238 -0.7149
C -2.2784 3.6716 -1.1930
C -1.0999 2.8980 -1.1734
N -1.0343 1.6813 -0.6961
C -2.1637 1.1372 -0.1781
C -2.0858 -0.1715 0.3859
O -0.8616 -0.8150 0.4093
H -5.3319 -0.6253 1.2068
H -4.3585 3.6746 -0.7229
H -2.2538 4.6767 -1.5885
H -0.1801 3.3070 -1.5780
O 2.0892 2.8046 3.1845
As 0.3817 2.7326 2.9623
O -0.3889 4.0262 2.3996
O 0.1797 1.3929 1.8227
C -0.3417 2.0219 4.5882
C -0.9728 2.9899 5.3565
C -1.5736 2.6526 6.5651
C -1.5581 1.3435 7.0057
C -0.9485 0.3585 6.2380
C -0.3489 0.6957 5.0358
S 0.3562 -0.6435 4.1334
O 1.5346 -0.1128 3.3869
O 0.5767 -1.7306 5.0165
O -0.5501 -0.9691 2.9626
H 2.4925 2.9844 2.3133
H -1.0000 4.0121 4.9995
H -2.0518 3.4216 7.1563
H -2.0194 1.0768 7.9464
H -0.9279 -0.6695 6.5714
C -0.1478 -3.7652 1.5554
Si 1.6736 -3.4950 1.4105
C 2.5783 -3.9117 2.9744
C 2.2690 -4.4921 -0.0509
N 2.0124 -1.6465 1.2080
C 3.4167 -1.3143 1.1957
C 3.9049 -0.1502 1.7959
C 5.2504 0.1740 1.7235
C 6.1382 -0.6502 1.0509
C 5.6620 -1.7993 0.4435
C 4.3195 -2.1310 0.5124
H -0.2459 -4.8514 1.6569
H -0.6628 -3.4828 0.6366
H -0.6312 -3.3078 2.4135
H 2.4134 -4.9703 3.1931
H 2.2097 -3.3346 3.8235
H 3.6526 -3.7513 2.8810
H 1.5213 -5.2641 -0.2449
H 3.2170 -4.9886 0.1610
H 2.3659 -3.9166 -0.9694
H 3.2650 0.5226 2.3445
H 5.5982 1.0795 2.2020
H 7.1883 -0.3972 0.9965
H 6.3359 -2.4478 -0.1002
H 3.9819 -3.0112 -0.0041
O 2.3079 2.6304 0.4319
C 2.0508 1.7806 -0.3859
O 1.7230 0.5156 -0.0020
C 2.1164 1.9574 -1.8399
C 1.9182 0.8839 -2.7001
C 1.9558 1.0551 -4.0845
C 2.2074 2.3253 -4.5421
O 2.2854 2.7477 -5.8246
C 2.6669 4.1282 -5.7754
O 2.6283 4.5324 -4.4068
C 2.4178 3.3997 -3.6800
C 2.3818 3.2553 -2.3239
H 1.7404 -0.1075 -2.3022
H 1.8022 0.2259 -4.7603
H 1.9547 4.7180 -6.3499
H 3.6824 4.2337 -6.1614
H 2.5427 4.0816 -1.6461
N -1.2814 -0.5410 -2.7986
C -1.0816 -1.8644 -2.7428
S 0.3683 -2.5251 -2.2007
N -2.0952 -2.6516 -3.1580
C -3.3595 -2.1783 -3.6238
C -3.7062 -2.3206 -4.9602
C -4.9365 -1.8553 -5.4021
C -5.8066 -1.2320 -4.5189
C -5.4548 -1.0872 -3.1836
C -4.2363 -1.5709 -2.7325
H -0.5830 0.0727 -2.4121
H -2.1559 -0.1514 -3.1120
H -1.8866 -3.6369 -3.1862
H -3.0122 -2.7917 -5.6444
H -5.2114 -1.9727 -6.4416
H -6.7612 -0.8640 -4.8700
H -6.1356 -0.6119 -2.4888
H -3.9566 -1.4918 -1.6894
```

Energy above the lowest of the compared OMol25 structures with the same formula, charge and spin, kcal/mol: 26.5
Energy, eV: -186766.8104
Net charge: +1
HOMO-LUMO gap, eV: 6.5

These are the Mulliken partial charges, in e, on atoms 1 to 2: number 1, W, carries -0.190; number 2, Cl, carries -0.204

# C39H36N6O3S3V

A structure of composition C39H36N6O3S3V (ωB97M-V with the def2-TZVPD basis set, the OMol25 dataset).

```
88
Properties=species:S:1:pos:R:3
V 3.2181 -0.0229 -0.1888
N 1.7087 1.2075 -0.8448
S 0.5372 1.9326 -0.3954
N -0.9302 1.2491 -0.7843
S -1.5727 0.1420 0.0702
N -0.7776 -0.9538 0.8233
S 0.4840 -1.8664 0.2649
N 1.8506 -1.3849 0.3805
C 0.0024 -2.3560 -1.3890
C -0.9304 -3.3622 -1.6061
C -1.2636 -3.6924 -2.9097
C -0.6734 -3.0177 -3.9720
C 0.2477 -2.0067 -3.7371
C 0.5959 -1.6692 -2.4368
C 0.1837 -3.3165 1.2545
C -1.0363 -3.5973 1.8514
C -1.1660 -4.7625 2.5924
C -0.0866 -5.6259 2.7263
C 1.1305 -5.3281 2.1269
C 1.2736 -4.1650 1.3878
C -2.7637 -0.5688 -1.0391
C -2.7485 -0.2575 -2.3870
C -3.6859 -0.8623 -3.2131
C -4.6076 -1.7553 -2.6876
C -4.6026 -2.0589 -1.3299
C -3.6749 -1.4643 -0.4941
C -2.5795 0.8232 1.3677
C -2.4064 0.4526 2.6892
C -3.2142 1.0453 3.6503
C -4.1710 1.9787 3.2810
C -4.3287 2.3383 1.9464
C -3.5264 1.7623 0.9784
C 0.3168 3.5164 -1.1618
C -0.8751 3.9470 -1.7230
C -0.9220 5.2108 -2.2951
C 0.2064 6.0188 -2.2927
C 1.3940 5.5709 -1.7266
C 1.4584 4.3086 -1.1601
C 0.3779 2.3033 1.3511
C -0.3568 3.4031 1.7809
C -0.4706 3.6452 3.1394
C 0.1420 2.7945 4.0519
C 0.8615 1.6946 3.6107
C 0.9822 1.4444 2.2520
H -1.3769 -3.8945 -0.7762
H -1.9771 -4.4842 -3.0957
H -0.9309 -3.2870 -4.9884
H 0.7089 -1.4839 -4.5648
H 1.3121 -0.8833 -2.2368
H -1.8646 -2.9115 1.7449
H -2.1093 -4.9931 3.0691
H -0.1925 -6.5323 3.3077
H 1.9719 -5.9980 2.2411
H 2.2200 -3.8984 0.9341
H -2.0171 0.4387 -2.7734
H -3.6915 -0.6327 -4.2703
H -5.3383 -2.2187 -3.3376
H -5.3268 -2.7521 -0.9238
H -3.6662 -1.6814 0.5677
H -1.6482 -0.2702 2.9553
H -3.0895 0.7753 4.6905
H -4.7988 2.4329 4.0364
H -5.0755 3.0677 1.6627
H -3.6337 2.0347 -0.0653
H -1.7444 3.3044 -1.7176
H -1.8416 5.5626 -2.7441
H 0.1618 7.0037 -2.7392
H 2.2726 6.2017 -1.7291
H 2.3779 3.9393 -0.7238
H -0.8205 4.0721 1.0679
H -1.0267 4.5066 3.4851
H 0.0635 2.9976 5.1124
H 1.3476 1.0372 4.3191
H 1.5356 0.5815 1.9097
N 7.0455 -1.2499 0.3133
C 5.7904 -1.1194 -0.1246
O 4.8299 -1.1580 0.6627
C 5.5666 -0.9044 -1.6011
C 4.0683 -0.8360 -1.8855
H 7.2174 -1.3378 1.3009
H 7.8238 -1.1711 -0.3157
H 6.0921 -1.6945 -2.1490
H 6.0577 0.0358 -1.8640
H 3.6425 -1.8377 -2.0000
H 3.8625 -0.2683 -2.7943
O 3.6994 2.7519 1.5448
N 4.4824 2.6099 0.6394
O 4.4188 1.4501 0.0525
```

Energy above the lowest of the compared OMol25 structures with the same formula, charge and spin, kcal/mol: 0.0
Energy, eV: -114291.4060
⟨S²⟩: 2.02
Net charge: +1
Multiplicity: 3
HOMO-LUMO gap (spin up / spin down), eV: 7.6 / 8.4

These are the Mulliken partial charges, in e, on atoms 1 to 2: number 1, V, carries 0.527; number 2, N, carries -0.159